One molecule with the formula C4H4FN at a distorted geometry. Source: the OMol25 dataset; level of theory: wB97M-V/def2-TZVPD.

Kohn-Sham gap = 10.648 eV
SMILES string = N#C/C=C\CF
Relative energy (zero: lowest compared OMol25 entry of this formula, charge and spin) = 84.1 kJ/mol

```
10
Properties=species:S:1:pos:R:3:forces:R:3
N -1.169461 -1.747663 1.153712 1.980 1.062 -0.716
C -0.209624 -1.174117 0.813009 -2.149 -0.837 0.488
C 1.026296 -0.510668 0.524789 0.011 1.297 -0.846
C 1.262013 0.590018 -0.221452 -1.955 -0.817 -0.688
C 0.149367 1.325991 -1.011793 1.200 0.451 2.140
F -1.090928 0.779594 -0.747136 0.453 0.348 -0.391
H 1.827603 -0.977712 1.021188 1.069 -0.368 0.567
H 2.249990 1.027423 -0.326482 -0.021 -0.267 0.139
H 0.220640 2.361499 -0.603721 -0.579 -0.417 -0.268
H 0.338035 1.418734 -2.070066 -0.009 -0.453 -0.424
```
Positions in Å, forces in eV/Å.

---

One molecule with the formula C4H4FN at a distorted geometry. Source: the OMol25 dataset; level of theory: wB97M-V/def2-TZVPD.

Kohn-Sham gap (spin up / spin down) = 5.148 / 6.915 eV
Relative energy (zero: lowest compared OMol25 entry of this formula, charge and spin) = 281.9 kJ/mol
2S+1 = 3

```
10
Properties=species:S:1:pos:R:3:forces:R:3
C -2.541487 -0.311300 -0.067293 9.136 4.610 0.578
C 0.035996 0.062015 0.711907 0.163 -0.829 -2.516
C 0.018900 0.140709 -0.764520 0.700 -0.940 1.023
C -1.267851 0.371006 0.046873 -6.376 -4.036 -0.092
N -3.511215 -0.910961 -0.146116 -5.779 -4.290 -0.509
F -1.769597 1.733423 0.133624 1.054 3.159 0.317
H 0.229127 -0.883460 1.166280 -0.361 -0.610 0.308
H 0.378296 0.900010 1.156189 1.284 2.649 1.842
H 0.303157 0.984528 -1.343823 0.326 0.840 -0.205
H 0.069505 -0.815387 -1.224869 -0.147 -0.553 -0.744
```
Positions in Å, forces in eV/Å.

---

An isolated ion of composition C4H4FN2O and charge +1 at a distorted geometry. Source: the OMol25 dataset; level of theory: wB97M-V/def2-TZVPD.

Net charge = +1
Kohn-Sham gap = 8.072 eV
SMILES string = O=C1[NH+]=CN=C1CF

```
12
Properties=species:S:1:pos:R:3:forces:R:3
O 1.515046 1.711360 -0.614640 0.158 -0.285 -0.283
C 1.025329 0.658443 -0.502378 -2.936 -0.242 1.926
N 1.367975 -0.621436 -0.968698 0.028 -1.475 -0.317
C 0.563336 -1.605846 -0.533442 -0.193 4.986 -0.072
N -0.558508 -1.161160 0.116649 -0.150 -1.359 0.345
C -0.533673 0.105370 0.338888 4.028 -0.948 -2.757
C -1.470916 0.951656 0.996638 2.479 1.094 1.219
F -2.682873 0.457167 1.020309 -1.405 -0.385 0.507
H 2.122925 -0.842556 -1.614379 0.216 0.407 0.313
H 0.904360 -2.549481 -0.786694 -0.260 -2.280 -0.022
H -1.383976 1.935398 0.500232 -0.372 0.008 0.658
H -0.869024 0.961084 2.047516 -1.593 0.480 -1.516
```
Positions in Å, forces in eV/Å.

---

One molecule with the formula C4H4FNO at a distorted geometry. Source: the OMol25 dataset; level of theory: wB97M-V/def2-TZVPD.

Kohn-Sham gap = 10.736 eV
SMILES string = FCc1cnco1
Relative energy (zero: lowest compared OMol25 entry of this formula, charge and spin) = 247.0 kJ/mol

```
11
Properties=species:S:1:pos:R:3:forces:R:3
F -2.130314 0.635610 -0.297064 -2.981 2.654 -2.166
C -1.605296 -0.517358 -0.015603 0.693 -4.040 3.999
C -0.144980 -0.102706 0.023381 -0.066 -4.957 -0.051
C 0.399240 1.051984 0.033420 -0.425 7.936 1.408
N 1.858744 1.044628 -0.121780 -3.342 -0.597 0.443
C 1.995620 -0.229019 -0.183247 2.946 -0.327 0.368
O 0.925302 -1.013449 -0.076601 -0.661 -0.436 -0.447
H -2.118596 -0.724351 1.103626 1.859 -0.154 -2.549
H -1.864520 -1.517563 -0.632419 0.574 2.727 0.718
H -0.346423 2.040159 0.362356 2.944 -2.765 -1.506
H 3.031225 -0.667937 -0.196070 -1.540 -0.041 -0.217
```
Positions in Å, forces in eV/Å.

---

C4H4FNS as an isolated structure at a distorted geometry. Source: the OMol25 dataset; level of theory: wB97M-V/def2-TZVPD.

Kohn-Sham gap = 9.725 eV
Relative energy (zero: lowest compared OMol25 entry of this formula, charge and spin) = 63.2 kJ/mol

```
11
Properties=species:S:1:pos:R:3:forces:R:3
C 1.698090 -0.117868 -1.018025 0.796 -1.608 -1.462
C 0.573733 0.588285 -0.789467 0.258 2.097 -2.058
C 0.670009 1.925289 -1.722033 0.398 -4.577 3.046
C -0.451705 0.214981 0.206476 3.207 -1.017 3.230
N 1.733927 1.959300 -2.425626 -1.279 1.697 -0.358
F -0.287972 2.820960 -1.650645 0.177 0.384 -0.405
S 2.660354 0.662650 -2.221037 0.888 -0.769 0.162
H 2.027001 -1.218411 -0.868353 -0.940 2.159 0.479
H -0.633189 -0.867930 0.359168 0.174 0.480 -0.722
H 0.097485 0.475561 1.228896 -1.551 -0.222 -1.683
H -1.348651 0.706630 0.168435 -2.127 1.376 -0.228
```
Positions in Å, forces in eV/Å.

---

One molecule with the formula C4H4FNS2 at a distorted geometry. Source: the OMol25 dataset; level of theory: wB97M-V/def2-TZVPD.

Kohn-Sham gap = 6.014 eV
SMILES string = N/C(C=S)=C(\F)C=S
Relative energy (zero: lowest compared OMol25 entry of this formula, charge and spin) = 351.4 kJ/mol

```
12
Properties=species:S:1:pos:R:3:forces:R:3
N 1.039067 1.559470 0.534607 -2.034 0.137 -1.811
C 0.430864 0.357049 0.016551 -1.823 0.605 0.490
C 1.260483 -0.874648 -0.104959 2.036 -0.966 -1.275
S 2.982465 -0.811731 -0.081544 -3.225 -0.017 0.297
C -1.007541 0.224078 -0.320722 2.917 -0.389 -0.530
F -1.719808 1.339954 -0.653396 1.159 -0.938 0.829
C -1.762195 -1.038063 -0.295690 -1.331 0.710 3.638
S -3.398325 -0.765611 0.280813 2.779 -1.224 -1.667
H 2.049745 1.445238 0.885172 -2.208 0.612 -1.237
H 0.509832 2.538732 0.222798 2.421 -3.627 1.366
H 0.838430 -1.921729 -0.500524 0.495 2.762 1.201
H -1.223021 -2.052740 0.016898 -1.187 2.332 -1.302
```
Positions in Å, forces in eV/Å.

---

One molecule with the formula C4H4FNS2 at a distorted geometry. Source: the OMol25 dataset; level of theory: wB97M-V/def2-TZVPD.

Kohn-Sham gap = 9.143 eV
SMILES string = C=C(F)[C@H]1SC=NS1
Relative energy (zero: lowest compared OMol25 entry of this formula, charge and spin) = 236.9 kJ/mol

```
12
Properties=species:S:1:pos:R:3:forces:R:3
C 0.001195 0.440648 2.119591 5.694 2.550 -3.081
C 0.644428 0.764144 0.935514 -2.367 -1.627 -0.891
F 1.863039 1.355271 0.825826 -0.469 -0.098 1.167
C 0.146023 0.652679 -0.612774 1.909 3.102 2.591
S 0.973675 -0.598790 -1.626612 -0.280 0.427 -0.324
C -0.519611 -1.466560 -1.894596 -0.655 -3.362 2.561
N -1.606136 -1.157476 -1.291466 -0.178 1.665 -0.829
S -1.641510 0.517561 -0.676964 0.526 -1.751 -0.958
H -0.733762 -0.257446 2.223975 -2.200 -1.213 0.060
H 0.723399 0.692236 2.894961 -0.703 -0.171 0.640
H 0.605779 1.700095 -0.914493 -1.451 -1.945 -0.149
H -0.456518 -2.642363 -1.982961 0.175 2.424 -0.786
```
Positions in Å, forces in eV/Å.

---

One molecule with the formula C4H4FP at a distorted geometry. Source: the OMol25 dataset; level of theory: wB97M-V/def2-TZVPD.

Kohn-Sham gap = 8.738 eV
Relative energy (zero: lowest compared OMol25 entry of this formula, charge and spin) = 355.2 kJ/mol

```
10
Properties=species:S:1:pos:R:3:forces:R:3
C 0.436320 -0.836283 -0.520885 0.720 0.483 1.850
C 1.311000 0.204699 -0.598936 -2.457 0.037 -0.915
C -1.491048 0.563720 0.353423 6.512 0.088 -1.938
C -0.832985 -0.581073 0.138397 -2.648 -0.262 0.424
F -1.566829 -1.770249 0.461858 1.201 1.074 -0.585
P 0.630916 1.852200 -0.095116 -2.209 -2.093 0.778
H 0.596354 -1.909929 -0.529027 0.613 0.082 -1.024
H 2.152056 0.287782 -1.249848 0.896 -0.626 0.026
H -2.379822 0.662383 0.839290 -2.172 0.738 1.306
H 1.144038 1.526750 1.200844 -0.457 0.480 0.079
```
Positions in Å, forces in eV/Å.

---

C4H4FeLiO5 as an isolated structure at a distorted geometry. Source: the OMol25 dataset; level of theory: wB97M-V/def2-TZVPD.

Kohn-Sham gap (spin up / spin down) = 7.426 / 7.210 eV
Relative energy (zero: lowest compared OMol25 entry of this formula, charge and spin) = 124.9 kJ/mol
2S+1 = 6

```
15
Properties=species:S:1:pos:R:3:forces:R:3
O 0.505404 1.894116 -1.940368 -0.237 -0.703 0.168
O 0.477447 0.776239 -0.046339 0.310 0.306 0.271
C -0.069587 -0.279976 0.800523 -0.341 -0.617 0.016
C 0.337353 0.063721 2.229259 0.083 0.079 0.248
O 1.679634 0.328456 2.329548 -0.010 0.228 -0.628
C 0.152866 0.919558 -1.325978 0.301 0.619 -0.464
H -1.160228 -0.311985 0.675225 0.206 0.040 -0.042
H 0.385282 -1.225412 0.477201 -0.058 0.185 0.080
H 0.003176 -0.804572 2.841511 0.089 0.174 -0.125
H -0.295463 0.919630 2.557879 0.080 -0.166 -0.086
O -1.869390 -0.132822 -2.076286 -0.161 0.047 0.031
O 0.018087 -1.200551 -2.443441 0.219 -0.071 0.029
C -0.621491 -0.223517 -1.984497 0.342 0.858 0.450
Li 2.261829 1.240349 0.914198 -0.330 -0.280 0.482
Fe -1.804918 -1.963234 -3.008437 -0.492 -0.697 -0.429
```
Positions in Å, forces in eV/Å.

---

C4H4HgO3 as an isolated structure at a distorted geometry. Source: the OMol25 dataset; level of theory: wB97M-V/def2-TZVPD.

Net charge = +1
Kohn-Sham gap (spin up / spin down) = 4.164 / 5.337 eV
2S+1 = 2

```
12
Properties=species:S:1:pos:R:3:forces:R:3
O -0.071001 0.819252 0.095480 -0.176 0.067 -0.439
Hg -1.489083 2.206668 -1.297077 -0.144 -0.886 0.154
O -2.951397 0.148190 -1.474081 0.464 0.618 0.092
C 0.144526 0.523488 1.256328 -0.360 0.830 0.862
C -0.124564 -0.830987 1.834401 -0.078 -0.230 -1.018
H 0.843858 -1.286228 2.095517 -0.196 0.135 0.103
H 0.443094 1.325875 1.959387 0.227 -0.256 -0.112
H -0.687837 -0.708323 2.768352 0.151 0.083 -0.103
C -0.826084 -1.710112 0.825241 -0.457 -0.155 -0.200
C -2.142822 -1.932472 0.859275 0.606 -1.933 1.709
O -3.152822 -2.430243 1.159966 0.240 1.315 -1.060
H -0.254138 -2.333389 0.135091 -0.277 0.412 0.012
```
Positions in Å, forces in eV/Å.

---

Number 1: DFT total energy -309.3898 Ha. Number 2: DFT total energy -309.1264 Ha. Number 3: DFT total energy -439.0748 Ha. Number 4: DFT total energy -384.5815 Ha. Number 5: DFT total energy -707.5809 Ha. Number 6: DFT total energy -1105.6687 Ha. Number 7: DFT total energy -1105.7123 Ha. Number 8: DFT total energy -595.8838 Ha. Number 9: DFT total energy -1802.2247 Ha. Number 10: DFT total energy -533.4384 Ha.